Molecular formula: C6H12N2
Method: DFT, the ωB97M-V functional and the def2-TZVPD basis

Each line ends with the natural charge from an NBO analysis.
CARTESIAN COORDINATES (ANGSTROEM)
N -0.6801 -0.8142 -1.4921  -0.6621
N 1.4741 -1.1508 0.8244  -0.3179
C -1.7480 -0.5289 -2.3958  -0.3871
C 1.0305 -0.4405 1.8017  0.2486
C 0.0368 -0.7583 0.8400  -0.1463
C 1.4866 0.3785 2.9580  -0.6900
C -0.4106 0.1070 -0.3044  -0.0617
C 0.4798 1.2293 -0.8991  -0.6167
H 1.6768 -0.3288 3.7652  0.2467
H -1.9284 0.5309 -2.1452  0.1885
H 1.4056 0.7158 -1.0932  0.2287
H -0.0720 1.6537 -1.7907  0.2191
H 0.6006 2.0729 -0.1261  0.1918
H -0.6222 -1.6880 0.8800  0.1818
H -1.4094 0.4911 0.0075  0.1765
H -1.3933 -0.6440 -3.4459  0.1777
H -2.4935 -1.1660 -2.2631  0.1719
H 2.3518 1.0850 2.9290  0.2549
H -0.4017 -1.7219 -1.4193  0.3632
H 0.6165 0.9771 3.3692  0.2325

Atoms 1-3, force components in eV/Å:
0.57 2.91 1.39
0.33 1.31 2.31
4.07 3.00 -0.74

## Properties
Structure (SMILES)   CN[C@H](C)[C@H]1N=C1C
Energy above the lowest of the compared OMol25 structures with the same formula, charge and spin   78.8 kcal per mole
Electronic energy   -9393.4333 eV
Charge   0
HOMO energy   -7.989 eV